Computed, not measured: C44H49NP2Pd as an isolated structure in a non-equilibrium geometry, with ωB97M-V with the def2-TZVPD basis set.

As for the energy relative to the best compared isomer or geometry (same formula, charge and spin): 0.745 eV. The HOMO energy (alpha / beta) comes out at -11.418 / -12.850 eV. The multiplicity is 5. As for the total charge: +2.

Atoms and positions in Å:
Pd: 0.958050 -0.943757 -3.223382
C: -2.788303 -0.004329 0.008790
C: -3.484426 0.199690 -1.124990
C: -3.767381 1.504370 -1.804836
C: -2.538188 2.075364 -2.572005
C: -1.667041 2.909974 -1.683035
C: -1.420126 2.757483 -0.369217
C: -2.382372 2.490084 0.769905
C: -2.437302 0.983838 1.070169
C: 2.660545 -0.011434 -3.055317
H: -2.461983 -1.031318 0.224578
H: -3.894615 -0.674353 -1.659896
H: -4.171598 2.265223 -1.110688
H: -4.555421 1.325114 -2.557911
H: -1.953981 1.242061 -3.015573
H: -2.915193 2.702373 -3.395369
H: -1.006883 3.562452 -2.247629
H: -0.414689 3.047491 -0.015437
H: -3.377281 2.962973 0.683011
H: -1.920379 2.945868 1.688025
H: -1.410334 0.710720 1.366971
H: -3.101330 0.826695 1.939686
H: 3.069350 -0.335620 -2.083026
H: 2.432614 1.056783 -3.168254
H: 3.208308 -0.446988 -3.903014
P: 0.183344 -2.361891 -7.609246
P: 2.111053 0.450180 -8.153205
C: -0.434739 -0.750872 -8.175173
C: 0.328551 0.352044 -8.418528
C: -0.444471 -3.440860 -8.997789
C: -1.540225 -3.109142 -9.809182
C: -1.830265 -3.850480 -10.964587
C: -1.038385 -4.948552 -11.313208
C: 0.022687 -5.328748 -10.478628
C: 0.313908 -4.586257 -9.329501
C: -0.990886 -2.650056 -6.212758
C: -0.667747 -1.961622 -5.025356
C: -1.473934 -2.074474 -3.914415
C: -2.587666 -2.918336 -3.909513
C: -2.956288 -3.547285 -5.098184
C: -2.161721 -3.421496 -6.247436
C: 2.598986 0.939056 -9.915986
C: 2.283437 0.026755 -10.942673
C: 2.752922 0.221337 -12.245775
C: 3.527349 1.345524 -12.558756
C: 3.776876 2.298293 -11.566453
C: 3.308127 2.105081 -10.258307
C: 2.320696 2.043879 -7.274343
C: 3.509838 2.205751 -6.530701
C: 3.689141 3.346707 -5.751554
C: 2.705648 4.344984 -5.726818
C: 1.542610 4.193270 -6.484872
C: 1.349191 3.050337 -7.265424
H: -1.530912 -0.683389 -8.280516
H: -0.149502 1.250553 -8.833882
H: -2.170361 -2.259462 -9.554403
H: -2.671814 -3.558274 -11.596702
H: -1.242364 -5.506441 -12.231790
H: 0.625754 -6.204758 -10.733931
H: 1.144678 -4.881748 -8.684830
H: 0.273370 -1.342564 -5.001210
H: -1.209357 -1.546570 -2.979521
H: -3.142138 -3.054449 -2.982177
H: -3.870350 -4.140732 -5.123384
H: -2.462403 -3.923534 -7.168590
H: 1.656862 -0.838985 -10.715171
H: 2.519231 -0.510823 -13.018549
H: 3.930855 1.473442 -13.565647
H: 4.347376 3.195171 -11.811113
H: 3.488472 2.877180 -9.506754
H: 4.283801 1.434694 -6.570373
H: 4.598483 3.458317 -5.162203
H: 2.852882 5.241347 -5.123133
H: 0.773664 4.964436 -6.476902
H: 0.442144 2.942425 -7.856449
C: 1.290311 1.121816 1.764446
N: 0.702130 -0.102233 1.240801
C: 0.046819 -0.898529 2.272237
C: 1.552930 -0.711779 0.226057
C: 1.063181 -2.020526 -0.305234
C: 0.944962 -3.085972 0.611810
C: 0.162628 -4.188773 0.303730
C: -0.073054 -4.459635 -1.044703
C: 0.323331 -3.522358 -2.022861
C: 0.759200 -2.260688 -1.644330
H: 0.559272 1.627834 2.419164
H: 1.536979 1.773906 0.910509
H: 2.225752 0.932241 2.339454
H: -0.855049 -1.390103 1.865710
H: 0.690943 -1.660330 2.752930
H: -0.279625 -0.187158 3.054779
H: 1.664982 0.032025 -0.575865
H: 2.580860 -0.837411 0.655253
H: 1.477775 -3.008684 1.562652
H: -0.218858 -4.833688 1.100692
H: -0.521293 -5.401069 -1.361491
H: 0.253284 -3.751109 -3.083676

Atoms 1-2, force components in eV/Å:
Pd -0.719 -0.507 1.151
C -0.757 -0.157 -0.961

Computed, not measured: C22H27IrN5 as an isolated structure, with ωB97M-V with the def2-TZVPD basis set.

As for the energy relative to the best compared isomer or geometry (same formula, charge and spin): 0.000 eV. The HOMO energy (alpha / beta) comes out at -14.155 / -14.486 eV. The multiplicity is 2. As for the total charge: +2.

Atoms and positions in Å:
Ir: -0.066502 0.457132 -0.584985
C: -2.384071 0.859412 1.012078
N: -1.152070 1.632750 0.679680
C: -1.430146 2.883954 -0.079099
C: -0.180531 3.309004 -0.810443
C: 0.113085 4.628280 -1.088103
C: 1.259511 4.923378 -1.812799
C: 2.085786 3.890531 -2.223010
C: 1.741217 2.592514 -1.898852
N: 0.627607 2.303645 -1.214405
C: -0.338761 1.963787 1.894133
C: 0.581730 0.849046 2.311681
C: 0.873512 0.581822 3.635944
C: 1.812168 -0.399930 3.923466
C: 2.416380 -1.081945 2.879852
C: 2.055527 -0.766544 1.582362
N: 1.162646 0.185312 1.306501
C: -2.068944 -0.605351 1.153625
C: -2.694678 -1.403082 2.067838
C: -2.386548 -2.772521 2.068202
C: -1.485876 -3.266667 1.165910
C: -0.862477 -2.393464 0.253780
N: -1.151195 -1.085695 0.266376
H: -3.082456 0.987429 0.182771
H: -2.859350 1.246766 1.914647
H: -1.785854 3.675286 0.584882
H: -2.217487 2.672357 -0.804354
H: -0.548563 5.412440 -0.746055
H: 1.505136 5.950421 -2.046718
H: 2.990336 4.077807 -2.783074
H: 2.362420 1.755371 -2.185547
H: -0.999136 2.265562 2.708557
H: 0.282059 2.822921 1.631907
H: 0.385329 1.134132 4.427580
H: 2.063030 -0.626540 4.950888
H: 3.153452 -1.851833 3.057796
H: 2.489312 -1.288187 0.739973
H: -3.410984 -0.984123 2.759660
H: -2.870156 -3.438380 2.770259
H: -1.246732 -4.320995 1.133868
H: 0.234811 -3.850701 -0.508002
C: 1.204189 -1.239081 -2.122820
C: 0.257337 -2.428747 -2.020280
C: 0.958336 -3.605318 -2.710529
C: -1.074329 -2.162002 -2.718990
N: 0.091486 -2.856298 -0.609870
H: 1.481861 -1.095726 -3.170712
H: 2.115437 -1.369592 -1.545336
H: 0.834127 -0.160130 -1.995480
H: 1.155001 -3.373026 -3.755701
H: 0.322741 -4.491414 -2.684053
H: 1.907695 -3.837636 -2.224726
H: -0.898963 -1.929281 -3.769462
H: -1.620635 -1.327814 -2.276925
H: -1.706809 -3.049014 -2.673913

Atoms 1-2, force components in eV/Å:
Ir 0.250 -0.026 -0.017
C -0.074 -0.026 0.023

Computed, not measured: one molecule with the formula C4H7FNO3P in a non-equilibrium geometry, with ωB97M-V with the def2-TZVPD basis set.

The HOMO energy comes out at -9.046 eV. The multiplicity is 1. Its SMILES is N=[PH2][C@H](CC(=O)F)OC=O.

Atoms and positions in Å:
N: 1.069131 -2.501830 0.817770
P: 1.373058 -1.308238 -0.218159
C: 0.244809 0.228107 0.054196
C: -1.150175 -0.128321 -0.704999
C: -2.377720 -0.329770 0.290402
O: -2.348837 -0.209872 1.527374
F: -3.657877 -0.695425 -0.272022
O: 0.858623 1.308794 -0.705736
C: 1.246083 2.401120 0.115467
O: 1.743150 2.331607 1.258182
H: 0.290458 -2.145047 1.404456
H: 2.721768 -0.809647 -0.081303
H: 1.248287 -1.706652 -1.606601
H: 0.057249 0.454168 1.155577
H: -1.021885 -1.103513 -1.285786
H: -1.416287 0.770845 -1.380401
H: 1.134964 3.452233 -0.354251

Atoms 1-2, force components in eV/Å:
N -0.610 1.697 -0.913
P -0.271 -0.797 2.219

Computed, not measured: an isolated ion of composition C3H6IN2O and charge +1 in a non-equilibrium geometry, with ωB97M-V with the def2-TZVPD basis set.

As for the energy relative to the best compared isomer or geometry (same formula, charge and spin): 4.442 eV. The HOMO energy (alpha / beta) comes out at -11.483 / -11.486 eV. The multiplicity is 1. As for the total charge: +1.

Atoms and positions in Å:
C: 0.445618 -1.812762 -0.183277
C: 0.545407 0.527552 -0.787186
C: -1.255325 0.023444 0.957610
N: 1.023693 -0.841543 -0.801620
N: -0.100228 0.935474 0.605288
O: 0.272281 -2.799544 0.341212
I: -3.085797 0.500761 -0.045078
H: 1.483137 1.253796 -0.915365
H: -0.138015 0.753522 -1.690407
H: -1.306941 -0.324700 1.965498
H: 1.803254 -1.061532 -1.397486
H: 0.778716 0.977790 1.330415
H: -0.465799 1.867738 0.620400

Atoms 1-2, force components in eV/Å:
C -1.947 2.163 1.703
C 0.788 3.575 -0.842